Record 1
H28O14 | ωB97M-V with the def2-TZVPD basis set

Results
Energy above the lowest of the compared OMol25 structures with the same formula, charge and spin, kJ/mol: 256.0
Molecular weight, g mol⁻¹: 252.2
Strongest force on any atom, eV Å⁻¹: 2.586
LUMO level, eV: -0.89
Net charge: 0

```
42
H28O14 (ωB97M-V with the def2-TZVPD basis set)
O 1.02231 0.90345 2.04783
H 0.65831 1.67645 2.51483
H 0.95931 0.31845 2.78083
O -1.67069 -2.30755 2.58083
H -1.62469 -1.99155 1.70883
H -1.32269 -3.20255 2.37883
O 3.39531 -0.60355 2.30583
H 3.53031 0.26645 2.67083
H 2.86331 -0.54555 1.50483
O -1.99469 1.38445 -2.11917
H -2.48569 0.60445 -2.01217
H -1.90269 1.34845 -3.08617
O 2.97031 0.12645 -0.34917
H 2.59531 -0.52655 -0.96617
H 3.70931 0.43345 -0.84417
O 1.03531 1.34245 -1.92117
H 0.92331 1.50345 -2.83217
H 1.97131 1.18745 -1.83717
O -2.91069 -0.43055 0.05483
H -2.05569 -0.05055 -0.08317
H -3.03569 -1.12855 -0.53717
O -1.61669 2.20845 0.62383
H -1.55869 1.99545 -0.32617
H -1.28469 3.05945 0.74183
O -0.14769 -0.21455 -0.17917
H 0.26231 0.35145 -0.82117
H 0.21031 0.16645 0.63383
O 0.79231 3.77445 -1.10217
H 0.83531 4.25745 -1.91217
H 0.73331 2.82845 -1.30717
O -0.13569 -0.82155 -3.44217
H 0.17931 -1.57555 -2.95617
H 0.32731 -0.04455 -3.10317
O -2.24869 0.44945 2.71683
H -2.23469 0.77945 1.82983
H -1.86269 -0.41155 2.72583
O 1.17631 -2.70555 1.49783
H 0.43331 -2.79855 0.84483
H 1.78931 -3.32055 1.15983
O -0.98369 -2.96655 -0.30017
H -0.51169 -3.28355 -1.09117
H -0.78469 -2.03655 -0.19417
```

***

Record 2
C4H10N4O2 | ωB97M-V with the def2-TZVPD basis set

Results
SMILES: [H]/N=C\C(N)=N\[H].NCC(=O)O
Energy above the lowest of the compared OMol25 structures with the same formula, charge and spin, kJ/mol: 329.0
Molecular weight, g mol⁻¹: 146.2
Strongest force on any atom, eV Å⁻¹: 5.080
LUMO level, eV: -0.56
Net charge: 0

```
20
C4H10N4O2 (ωB97M-V with the def2-TZVPD basis set)
H -0.14699 2.52961 -0.39710
N -0.13159 2.09102 -1.32302
C -0.48848 0.88821 -1.28043
C -1.63720 0.42907 -0.07250
N -1.99414 -0.82170 -0.27445
N -1.62406 1.23729 0.89548
H -2.11715 0.90084 1.72038
H -0.64545 0.35077 -2.21913
H -2.57429 -1.10996 -1.04950
H -1.03975 -1.59069 -0.03816
N 0.89924 -0.44717 2.04471
C 1.59019 -0.02228 0.84944
C 1.05982 -0.62450 -0.45458
O 0.33342 -1.66682 -0.47367
O 1.91539 -0.42144 -1.46970
H 0.85530 -1.46000 2.07215
H -0.05837 -0.11729 2.04041
H 2.64304 -0.31859 0.91270
H 1.55576 1.06494 0.77551
H 1.60532 -0.89133 -2.25854
```

***

Record 3
C37H73BrN4O44P2S11Si | ωB97M-V with the def2-TZVPD basis set

Results
Molecular weight, g mol⁻¹: 1800.7
Strongest force on any atom, eV Å⁻¹: 2.260
LUMO level, eV: -0.50
Net charge: 0

```
173
C37H73BrN4O44P2S11Si (ωB97M-V with the def2-TZVPD basis set)
C 0.75798 -0.97682 -1.81798
P -0.60042 -2.03837 -1.22247
C 0.22000 -3.47136 -0.47933
N -1.37150 -1.24058 0.21310
C -0.89084 0.03135 0.52766
N 0.25524 0.12520 1.15522
C 1.00066 -1.16985 1.63380
O 0.50950 -1.62651 2.63931
O 1.99200 -1.43354 0.95858
Si 1.10525 1.65660 1.63798
C 2.65965 1.12101 2.51736
C 1.65777 2.70819 0.17975
C 0.15110 2.66736 2.89362
N -1.79755 0.95993 0.11485
C -1.71343 2.38620 0.05031
C -1.20125 2.89709 -1.27552
O -0.56353 2.32460 -2.06609
Br -1.72495 4.74339 -1.56543
C -3.14051 0.36458 0.06409
C -3.97440 0.71040 1.30586
C -3.18356 0.44698 2.55714
N -2.79964 1.32583 3.37923
P -4.21122 0.68740 -1.43937
C -3.03758 0.55033 -2.84031
O -4.58752 2.30650 -1.39464
C -2.82945 -1.16064 -0.04263
C -3.67161 -2.17912 0.70923
C -4.97456 -2.54647 -0.02516
C -6.17619 -2.70209 0.92776
S -7.74572 -2.27459 0.13640
H 1.70013 -1.19899 -1.33516
H 0.56424 0.08284 -1.68599
H 0.84585 -1.18692 -2.88138
H 1.20052 -3.60311 -0.91902
H -0.37356 -4.37239 -0.59447
H 0.34571 -3.28680 0.58452
H 2.38579 0.62326 3.44626
H 3.18704 2.02711 2.81369
H 3.28819 0.47356 1.91762
H 2.67547 3.02654 0.37556
H 1.02502 3.58911 0.10527
H 1.67121 2.13446 -0.74016
H 0.41468 3.70928 2.70826
H -0.92087 2.58648 2.78452
H 0.46409 2.42191 3.90198
H -2.70052 2.82640 0.16475
H -1.11993 2.87455 0.82038
H -4.91199 0.16212 1.27328
H -4.21606 1.77411 1.32826
H -2.89100 -0.57489 2.78011
H -3.13285 2.25128 3.09832
H -1.99329 0.52256 -2.54918
H -3.23968 1.31626 -3.58309
H -3.25938 -0.40478 -3.31004
H -4.04570 2.80777 -2.01630
H -2.95800 -1.45113 -1.08954
H -3.87516 -1.92696 1.74426
H -3.06280 -3.08022 0.74863
H -4.82286 -3.51188 -0.50358
H -5.20548 -1.84757 -0.81980
H -6.03418 -2.02449 1.76398
H -6.21530 -3.72188 1.28771
H -7.65834 -0.94394 0.13444
C 0.33169 7.81128 2.38328
C -0.89544 8.46084 1.77875
O -1.71769 7.34616 1.38593
S -1.51786 6.14512 2.41076
O -2.56285 6.15716 3.36921
O -1.23155 4.97144 1.66894
O -0.19081 6.68020 3.10245
H 1.01697 7.44744 1.61621
H 0.86312 8.46556 3.06723
H -0.66788 9.07234 0.91145
H -1.44336 9.05346 2.51288
C 5.78799 3.49225 -2.91793
C 4.37228 3.99770 -2.72500
O 4.22216 4.05549 -1.29718
S 5.61351 4.43021 -0.61825
O 5.65046 5.81671 -0.33670
O 5.85805 3.46779 0.39522
O 6.54211 4.14139 -1.87921
H 5.85334 2.41353 -2.76800
H 6.20120 3.75214 -3.88762
H 3.62417 3.33384 -3.14786
H 4.24094 5.00339 -3.12798
C -5.36980 5.22124 5.99688
C -4.01037 4.56340 5.90616
O -3.59694 4.43035 7.27268
S -4.87121 4.17038 8.20547
O -5.01613 2.78281 8.43950
O -4.83973 5.10391 9.26840
O -5.98380 4.61319 7.13932
H -5.28368 6.29450 6.17685
H -5.98106 5.04828 5.11572
H -3.29335 5.16098 5.35546
H -4.07566 3.56510 5.46545
C 5.19883 -4.09641 0.64105
C 4.44446 -2.81179 0.36051
O 4.36719 -2.77518 -1.07888
S 4.23863 -4.25174 -1.65104
O 2.86890 -4.53771 -1.87827
O 5.20523 -4.42238 -2.67466
O 4.69225 -5.02649 -0.33644
H 6.27205 -3.98043 0.48151
H 5.01668 -4.48132 1.63955
H 4.96204 -1.92937 0.72220
H 3.42902 -2.82645 0.76122
C -8.92775 -4.58751 -2.43885
C -10.38174 -4.64474 -2.85487
O -10.37711 -4.11885 -4.19355
S -9.01243 -4.52504 -4.92796
O -9.23851 -5.67330 -5.72366
O -8.44759 -3.34481 -5.47352
O -8.20282 -4.95539 -3.62647
H -8.63168 -3.58037 -2.14767
H -8.69454 -5.28117 -1.63618
H -11.02526 -4.04152 -2.22183
H -10.75593 -5.66962 -2.88667
C 7.01897 -6.95596 -4.71510
C 6.70084 -6.16954 -5.96627
O 7.98579 -5.71320 -6.42196
S 9.09929 -6.80048 -6.07446
O 9.35145 -7.61008 -7.20753
O 10.15757 -6.13959 -5.39799
O 8.24367 -7.64407 -5.02675
H 7.19640 -6.29764 -3.86378
H 6.24669 -7.67625 -4.46328
H 6.05118 -5.32127 -5.77451
H 6.26334 -6.80135 -6.74156
C -10.80093 -1.85569 -7.29382
C -11.87337 -1.29270 -6.38815
O -11.98174 0.08082 -6.78889
S -11.70526 0.21028 -8.35969
O -12.93857 0.23905 -9.05514
O -10.72657 1.21450 -8.55398
O -11.04692 -1.23071 -8.56410
H -9.80341 -1.57727 -6.95410
H -10.86330 -2.93552 -7.39316
H -11.60842 -1.35260 -5.33689
H -12.83710 -1.77936 -6.55217
C 12.63076 -4.77090 -4.17656
C 13.76036 -4.42738 -5.12141
O 14.08240 -3.06521 -4.79910
S 13.85744 -2.81126 -3.23703
O 15.09336 -2.93110 -2.55508
O 13.04548 -1.66036 -3.08802
O 12.99328 -4.12057 -2.94412
H 11.68181 -4.36351 -4.52004
H 12.52602 -5.83830 -4.01370
H 13.47244 -4.50300 -6.16531
H 14.64280 -5.04387 -4.93867
C -1.84719 0.35197 6.31362
C -1.01010 -0.90050 6.46262
O -0.58572 -0.87571 7.83398
S -1.72200 -0.21072 8.74240
O -2.50970 -1.23042 9.33278
O -1.12377 0.80418 9.52628
O -2.56521 0.44681 7.55521
H -1.22218 1.24018 6.20398
H -2.53868 0.29591 5.48478
H -0.14480 -0.91366 5.80591
H -1.60393 -1.80260 6.30044
C 6.14672 3.88245 3.64530
C 6.88343 2.62733 4.05567
O 6.96947 2.72452 5.48552
S 5.66916 3.45755 6.05909
O 4.73180 2.48915 6.49413
O 6.09020 4.51039 6.90590
O 5.15376 4.05854 4.66956
H 6.80404 4.75400 3.64488
H 5.66802 3.78578 2.67777
H 7.87936 2.56351 3.62856
H 6.31771 1.72833 3.80233
```

***

Record 4
C6H14 | ωB97M-V with the def2-TZVPD basis set

Results
Energy above the lowest of the compared OMol25 structures with the same formula, charge and spin, kJ/mol: 464.9
Molecular weight, g mol⁻¹: 86.2
Strongest force on any atom, eV Å⁻¹: 3.043
LUMO level (spin up / spin down), eV: 4.57 / 4.41
Net charge: -1
⟨S²⟩: 0.75
Spin multiplicity: 2

```
20
C6H14 (ωB97M-V with the def2-TZVPD basis set)
C 1.56454 -1.67992 -1.06028
C 0.72300 -0.48346 -1.57496
C 0.13070 0.37544 -0.51896
C -1.01283 -0.12986 0.23051
C -0.97030 -0.19020 1.71366
C -2.13901 1.09253 0.72086
H 2.07236 -2.19535 -1.88080
H 2.28568 -1.27102 -0.34005
H 0.95814 -2.44351 -0.57008
H 0.01226 -0.95321 -2.31716
H 1.45032 0.04481 -2.19788
H 2.60803 1.49002 1.18763
H 0.26008 1.44023 -0.70144
H -1.63765 -0.86926 -0.30146
H -0.13722 0.40043 2.08612
H 2.34823 2.17639 1.06266
H -1.32388 -1.00372 2.34719
H -1.57226 1.98732 0.47510
H -2.96160 0.88921 -0.00701
H -2.65859 1.32313 1.64635
```

***

Record 5
C30H47BrO15P | ωB97M-V with the def2-TZVPD basis set

Results
Molecular weight, g mol⁻¹: 758.6
Strongest force on any atom, eV Å⁻¹: 0.317
LUMO level, eV: -2.84
Net charge: +1

```
94
C30H47BrO15P (ωB97M-V with the def2-TZVPD basis set)
O 4.43909 0.56073 3.65994
C 3.98400 0.54754 2.57211
Br 4.71278 1.60131 1.13519
C 2.76307 -0.25055 2.14878
P 1.28333 0.77686 2.09211
H 2.86836 -0.71383 1.17089
H 2.56065 -1.00360 2.91016
H 0.17964 0.06834 1.63001
H 1.00965 1.15823 3.40517
H 1.46662 1.95412 1.38525
O 1.40512 0.44058 -0.46094
C 1.42855 -0.20999 -1.48770
O 0.96008 0.28934 -2.61878
C 1.00785 -0.70833 -3.67728
C 2.07040 -1.69774 -3.21990
C 1.93227 -1.61958 -1.69722
H 0.01519 -1.15393 -3.74867
H 1.24389 -0.21054 -4.61067
H 1.92314 -2.69033 -3.63462
H 3.05374 -1.34878 -3.52873
H 1.17259 -2.29812 -1.30091
H 2.86445 -1.77839 -1.15736
O -0.33534 -1.99887 1.01026
C 0.05240 -2.95019 1.63836
O 1.21677 -2.87798 2.32097
C 1.52612 -4.15320 2.93993
C 0.18170 -4.86862 3.03220
C -0.56105 -4.31787 1.81259
H 2.23283 -4.67439 2.29293
H 1.99606 -3.95897 3.90012
H 0.28321 -5.95044 3.04261
H -0.33621 -4.56755 3.94292
H -0.36496 -4.89282 0.90479
H -1.63763 -4.23446 1.94250
O -5.06076 -4.16696 0.74723
C -4.77484 -3.18196 0.12525
O -5.05681 -3.05749 -1.18964
C -4.52286 -1.82086 -1.70431
C -4.35930 -0.91899 -0.48545
C -4.06983 -1.93498 0.61677
H -3.57090 -2.04430 -2.19246
H -5.21883 -1.43851 -2.44638
H -3.58873 -0.16214 -0.61849
H -5.30267 -0.41801 -0.27259
H -3.00349 -2.16118 0.70323
H -4.45805 -1.64695 1.59042
O -1.00473 4.61077 1.20652
C 0.16576 4.73055 1.00081
O 1.04156 5.02570 1.99877
C 2.37688 5.16370 1.47815
C 2.36443 4.37647 0.17427
C 0.92792 4.56735 -0.30365
H 2.59218 6.22311 1.32705
H 3.06753 4.77320 2.22399
H 3.12541 4.70367 -0.53027
H 2.53321 3.32091 0.38710
H 0.79497 5.47026 -0.90116
H 0.52716 3.72158 -0.85808
O 3.58384 8.41817 2.71090
C 3.56916 8.15046 3.87815
O 4.49316 8.61978 4.74477
C 4.29733 8.04994 6.05206
C 2.83731 7.60022 6.08293
C 2.59917 7.25124 4.61730
H 4.98862 7.21130 6.16080
H 4.54522 8.80852 6.78943
H 2.66032 6.78477 6.78024
H 2.19788 8.43571 6.36886
H 2.86991 6.21932 4.38219
H 1.58274 7.43310 4.27818
O 2.33718 -1.75859 -6.34400
C 3.37702 -2.34009 -6.47857
O 4.27516 -2.41307 -5.46564
C 5.47644 -3.08088 -5.90534
C 5.04695 -3.91372 -7.10899
C 3.92010 -3.06245 -7.69198
H 6.21013 -2.31734 -6.16917
H 5.85763 -3.66816 -5.07410
H 5.86476 -4.10930 -7.79791
H 4.64938 -4.87194 -6.77289
H 4.28484 -2.30836 -8.39225
H 3.12855 -3.62986 -8.17360
O -7.57129 -0.56288 0.35960
C -8.31348 -1.44695 0.02795
O -9.23122 -1.27643 -0.94608
C -10.05079 -2.45421 -1.07930
C -9.21333 -3.58635 -0.49265
C -8.41379 -2.85300 0.58232
H -10.97524 -2.28845 -0.52283
H -10.28914 -2.57543 -2.13263
H -9.81526 -4.41198 -0.12074
H -8.53390 -3.97548 -1.25200
H -8.94402 -2.80782 1.53560
H -7.42488 -3.27271 0.74532
```

***

Record 6
C7H14O | ωB97M-V with the def2-TZVPD basis set

Results
SMILES: C/C=C/O.C=CCC
Energy above the lowest of the compared OMol25 structures with the same formula, charge and spin, kJ/mol: 207.6
Molecular weight, g mol⁻¹: 114.2
Strongest force on any atom, eV Å⁻¹: 2.039
LUMO level, eV: 1.00
Net charge: 0

```
22
C7H14O (ωB97M-V with the def2-TZVPD basis set)
C 3.50916 0.26267 -0.83990
C 2.09090 0.16113 -1.27487
C 1.24837 1.22658 -1.20700
O -0.12242 1.13367 -1.44311
H 4.32141 0.07143 -1.59231
H 3.76218 1.24292 -0.46957
H 3.64471 -0.45872 -0.01616
H 1.69863 -0.83142 -1.51210
H 1.58098 2.19764 -0.87283
H -0.55388 1.41717 -0.65744
C -3.33370 0.11348 0.60864
C -2.05820 -0.29424 0.46242
C -1.21554 -0.52640 1.68547
C -0.44722 -1.90796 1.64778
H -3.98061 0.37641 -0.19935
H -3.70267 0.19377 1.65036
H -1.58756 -0.53476 -0.48677
H -0.42350 0.25202 1.76432
H -1.82353 -0.48272 2.57597
H 0.22041 -1.99666 0.71377
H 0.22083 -2.01421 2.49958
H -1.16067 -2.71381 1.65212
```